1.
# HN3O3

A 2-piece molecular cluster, HN3O3 overall at a distorted geometry (ωB97M-V/def2-TZVPD, the Open Molecules 2025 dataset).

gap between HOMO and LUMO (alpha / beta)	8.57 / 7.23	eV
highest occupied orbital energy (alpha / beta)	-7.68 / -11.79	eV
spin multiplicity	3
energy	-10621.0495	eV
relative energy (zero: lowest compared OMol25 entry of this formula, charge and spin)	0.249	eV

CARTESIAN COORDINATES (ANGSTROEM)
N (-0.17, -1.57, -2.01)
N (0.16, -0.65, -2.48)
N (0.12, 0.03, 0.76)
O (-0.61, 0.95, 1.56)
O (0.05, -1.06, 1.21)
O (0.73, 0.52, -0.15)
H (-0.29, 1.78, 1.11)


2.
# C5H11O2P

A 2-piece molecular cluster, C5H11O2P overall at a distorted geometry (ωB97M-V/def2-TZVPD, the Open Molecules 2025 dataset).

gap between HOMO and LUMO	9.71	eV
highest occupied orbital energy	-9.89	eV
energy	-18745.6786	eV
relative energy (zero: lowest compared OMol25 entry of this formula, charge and spin)	0.629	eV

CARTESIAN COORDINATES (ANGSTROEM)
C (3.48, 1.72, -0.11)
C (2.25, 0.89, -0.15)
C (-3.06, -1.88, 0.50)
C (1.99, -0.35, -0.50)
C (-1.99, -1.18, -0.32)
O (-1.99, 2.55, 0.59)
O (-2.26, 0.21, -0.18)
P (-1.16, 1.42, 0.24)
H (3.67, 2.34, 0.82)
H (4.38, 1.14, -0.50)
H (1.41, 1.50, 0.25)
H (-3.08, -1.66, 1.61)
H (-4.06, -1.56, 0.27)
H (-3.24, -3.02, 0.47)
H (1.05, -0.72, -0.20)
H (2.63, -1.26, -0.66)
H (-2.22, -1.37, -1.41)
H (-1.08, -1.32, 0.13)
H (3.27, 2.55, -0.85)


3.
# C57H83N10O3S

A 7-piece molecular cluster, C57H83N10O3S overall at a distorted geometry (ωB97M-V/def2-TZVPD, the Open Molecules 2025 dataset).

gap between HOMO and LUMO	7.93	eV
highest occupied orbital energy	-10.66	eV
energy	-92318.6220	eV
total charge	+1

CARTESIAN COORDINATES (ANGSTROEM)
C (7.91, -0.58, 0.54)
C (8.55, -1.56, -0.56)
C (8.08, -1.24, -2.06)
C (6.49, -1.39, -2.29)
C (6.08, -2.70, -3.13)
C (5.56, -2.40, -4.62)
C (4.26, -1.47, -4.71)
C (2.87, -2.33, -4.74)
C (2.40, -2.40, -3.18)
C (1.58, -1.09, -2.89)
C (0.82, -0.82, -1.54)
N (0.84, -1.72, -0.36)
C (0.39, -0.87, 0.84)
C (-0.86, 0.08, 0.67)
S (-1.80, 0.14, 2.27)
C (-3.53, -0.36, 1.90)
N (-4.74, 0.38, 2.02)
N (-5.67, -0.52, 1.62)
C (-5.16, -1.80, 1.24)
O (-3.76, -1.66, 1.41)
C (2.17, -2.24, 0.13)
N (3.33, -1.36, -0.28)
C (2.50, -3.77, -0.13)
C (1.29, -4.81, 0.00)
C (0.04, -4.01, 0.61)
C (-1.28, -4.92, 0.85)
C (-1.40, -5.19, 2.45)
C (-2.94, -5.52, 2.85)
C (-0.48, -6.40, 2.95)
C (-0.23, -2.80, -0.46)
O (-0.30, -3.40, -1.76)
C (-1.65, -3.56, -2.24)
C (-2.37, -2.23, -2.75)
C (-3.95, -2.57, -2.92)
O (-1.79, -1.70, -3.96)
H (8.28, 0.50, 0.45)
H (8.26, -0.94, 1.58)
H (6.77, -0.60, 0.57)
H (9.69, -1.43, -0.46)
H (8.27, -2.63, -0.28)
H (8.31, -0.12, -2.23)
H (8.69, -1.80, -2.84)
H (6.03, -1.52, -1.24)
H (6.09, -0.41, -2.72)
H (7.04, -3.32, -3.25)
H (5.38, -3.34, -2.50)
H (5.35, -3.42, -5.10)
H (6.40, -1.84, -5.16)
H (4.27, -0.77, -3.79)
H (4.24, -0.78, -5.62)
H (3.02, -3.35, -5.20)
H (2.12, -1.72, -5.37)
H (3.39, -2.51, -2.60)
H (1.87, -3.40, -3.08)
H (0.84, -0.99, -3.78)
H (2.31, -0.22, -3.07)
H (-0.28, -0.68, -1.84)
H (1.14, 0.23, -1.18)
H (1.30, -0.21, 1.08)
H (0.22, -1.50, 1.78)
H (-1.60, -0.27, -0.14)
H (-0.53, 1.14, 0.44)
H (-5.76, -2.70, 0.89)
H (2.22, -2.15, 1.28)
H (4.06, -2.01, -0.62)
H (3.68, -0.84, 0.54)
H (3.05, -4.01, -1.10)
H (3.25, -4.07, 0.69)
H (1.57, -5.61, 0.79)
H (1.05, -5.40, -0.95)
H (0.35, -3.64, 1.64)
H (-2.17, -4.22, 0.62)
H (-1.29, -5.87, 0.23)
H (-1.14, -4.25, 3.06)
H (-3.64, -4.67, 2.57)
H (-3.28, -6.54, 2.47)
H (-2.95, -5.58, 4.00)
H (0.57, -6.43, 2.50)
H (-0.35, -6.29, 4.09)
H (-1.05, -7.37, 2.74)
H (-1.28, -2.43, -0.22)
H (-1.57, -4.25, -3.16)
H (-2.36, -4.08, -1.52)
H (-2.32, -1.47, -1.88)
H (-4.54, -1.60, -2.74)
H (-4.19, -3.01, -3.94)
H (-4.28, -3.30, -2.10)
H (-2.00, -0.75, -4.02)
N (5.32, 2.63, -1.96)
C (6.13, 3.49, -2.59)
C (5.76, 4.22, -3.71)
C (4.48, 4.05, -4.22)
C (3.62, 3.16, -3.58)
C (4.08, 2.48, -2.47)
H (7.12, 3.59, -2.17)
H (6.45, 4.91, -4.18)
H (4.15, 4.60, -5.09)
H (2.61, 3.00, -3.95)
H (3.45, 1.78, -1.94)
N (2.17, 6.22, -5.39)
C (1.83, 7.29, -4.65)
C (0.55, 7.52, -4.17)
C (-0.44, 6.60, -4.46)
C (-0.12, 5.48, -5.23)
C (1.19, 5.34, -5.66)
H (2.64, 7.99, -4.44)
H (0.33, 8.40, -3.57)
H (-1.45, 6.74, -4.11)
H (-0.86, 4.74, -5.48)
H (1.50, 4.49, -6.26)
N (-7.26, 3.78, 5.93)
C (-6.34, 3.20, 5.15)
C (-6.32, 1.84, 4.86)
C (-7.31, 1.04, 5.42)
C (-8.27, 1.62, 6.23)
C (-8.20, 2.98, 6.46)
H (-5.59, 3.86, 4.74)
H (-5.56, 1.42, 4.21)
H (-7.33, -0.03, 5.21)
H (-9.05, 1.02, 6.69)
H (-8.93, 3.48, 7.09)
N (-5.24, -0.99, 10.96)
C (-4.42, -0.11, 10.36)
C (-4.78, 0.63, 9.24)
C (-6.05, 0.45, 8.72)
C (-6.91, -0.46, 9.32)
C (-6.46, -1.15, 10.43)
H (-3.44, -0.01, 10.80)
H (-4.08, 1.33, 8.80)
H (-6.37, 1.01, 7.84)
H (-7.91, -0.62, 8.94)
H (-7.10, -1.86, 10.94)
N (8.13, 5.33, -5.73)
C (8.13, 4.36, -6.67)
C (9.28, 3.75, -7.14)
C (10.50, 4.15, -6.62)
C (10.53, 5.14, -5.66)
C (9.33, 5.70, -5.25)
H (7.15, 4.08, -7.04)
H (9.21, 2.97, -7.89)
H (11.42, 3.69, -6.97)
H (11.46, 5.48, -5.23)
H (9.30, 6.47, -4.49)
N (-12.82, 4.63, 6.24)
C (-13.64, 3.58, 6.45)
C (-13.43, 2.32, 5.92)
C (-12.31, 2.12, 5.13)
C (-11.45, 3.18, 4.89)
C (-11.75, 4.41, 5.46)
H (-14.50, 3.79, 7.08)
H (-14.12, 1.51, 6.13)
H (-12.11, 1.14, 4.70)
H (-10.57, 3.06, 4.27)
H (-11.11, 5.27, 5.31)


4.
# C3H4OS2

A 2-piece molecular cluster, C3H4OS2 overall at a distorted geometry (ωB97M-V/def2-TZVPD, the Open Molecules 2025 dataset).

gap between HOMO and LUMO (alpha / beta)	6.46 / 6.44	eV
highest occupied orbital energy (alpha / beta)	-8.14 / -8.11	eV
energy	-26889.7262	eV
relative energy (zero: lowest compared OMol25 entry of this formula, charge and spin)	4.163	eV

CARTESIAN COORDINATES (ANGSTROEM)
C (0.29, 1.60, -0.33)
C (-0.08, 0.40, -0.51)
C (-1.19, -0.30, 0.30)
O (2.13, -1.09, -0.11)
S (0.86, 3.01, -0.04)
S (1.95, -2.28, 0.73)
H (0.45, 0.13, -1.49)
H (-0.68, -1.22, 0.80)
H (-2.14, -0.71, -0.29)
H (-1.58, 0.44, 0.95)


5.
# C6H27NO10

A 9-piece molecular cluster, C6H27NO10 overall at a distorted geometry (ωB97M-V/def2-TZVPD, the Open Molecules 2025 dataset).

gap between HOMO and LUMO	9.42	eV
highest occupied orbital energy	-9.46	eV
energy	-28625.0223	eV
relative energy (zero: lowest compared OMol25 entry of this formula, charge and spin)	1.679	eV

CARTESIAN COORDINATES (ANGSTROEM)
O (-0.31, -0.15, -3.40)
C (-0.37, 1.05, -3.36)
C (-0.51, 1.83, -2.08)
C (-0.78, 0.98, -0.84)
C (0.35, 0.15, -0.31)
C (1.55, 0.95, 0.16)
C (1.40, -1.93, 0.19)
N (0.24, -1.11, -0.22)
H (-0.34, 1.72, -4.24)
H (-1.33, 2.55, -2.16)
H (0.32, 2.53, -1.94)
H (-1.63, 0.31, -1.03)
H (-1.10, 1.66, -0.04)
H (1.76, 0.93, 1.23)
H (2.41, 0.46, -0.31)
H (2.07, -1.42, 0.87)
H (1.01, -2.82, 0.67)
H (-0.61, -4.16, -2.80)
H (-1.20, -3.48, -1.56)
O (-0.37, -3.79, -1.94)
H (1.37, -0.74, 3.40)
H (2.91, -1.10, 3.48)
O (2.26, -0.52, 3.07)
H (1.52, 2.01, -0.10)
H (2.43, -1.08, -4.04)
O (3.18, -1.11, -3.44)
H (-1.61, -1.96, 0.21)
H (-2.18, -1.70, -1.17)
O (-2.35, -2.20, -0.37)
H (-0.65, 0.47, 4.42)
H (-1.31, -0.60, 3.56)
O (-0.54, -0.44, 4.14)
H (-1.62, 4.05, -0.07)
H (-0.55, 4.45, 0.93)
O (-0.76, 4.46, -0.01)
H (-2.39, -0.67, 1.26)
H (-3.32, -1.15, 2.46)
O (-2.58, -0.58, 2.20)
H (2.76, -1.28, -2.59)
H (1.48, -2.82, -1.53)
O (2.05, -2.20, -1.05)
H (-0.14, 2.96, 3.00)
H (-1.58, 2.41, 2.87)
O (-0.95, 3.05, 2.49)


6.
# C28H50Cl3N6O6PSeSr

C28H50Cl3N6O6PSeSr as an isolated structure at a distorted geometry (ωB97M-V/def2-TZVPD, the Open Molecules 2025 dataset).

gap between HOMO and LUMO	8.33	eV
highest occupied orbital energy	-7.99	eV
energy	-164118.3074	eV
relative energy (zero: lowest compared OMol25 entry of this formula, charge and spin)	1.922	eV

CARTESIAN COORDINATES (ANGSTROEM)
Sr (-14.87, 5.15, 9.09)
C (-14.69, 6.07, 12.94)
C (-15.07, 4.66, 12.59)
N (-14.19, 4.16, 11.53)
C (-12.87, 3.73, 12.03)
C (-11.98, 3.14, 10.95)
N (-11.43, 4.31, 10.25)
C (-10.95, 4.05, 8.90)
C (-10.55, 5.34, 8.21)
C (-11.60, 6.37, 7.78)
N (-12.62, 6.78, 8.77)
C (-12.11, 7.74, 9.78)
C (-12.94, 7.48, 11.06)
N (-14.40, 7.25, 10.76)
C (-15.12, 7.20, 12.05)
H (-13.64, 6.12, 13.08)
H (-15.15, 6.30, 13.92)
H (-16.12, 4.60, 12.40)
H (-14.98, 3.94, 13.47)
H (-14.60, 3.28, 11.18)
H (-13.05, 2.94, 12.74)
H (-12.29, 4.57, 12.44)
H (-12.51, 2.40, 10.28)
H (-11.21, 2.56, 11.50)
H (-12.14, 4.94, 10.10)
H (-11.77, 3.49, 8.35)
H (-10.08, 3.41, 8.97)
H (-9.96, 5.15, 7.32)
H (-9.94, 5.87, 8.94)
H (-12.08, 5.94, 6.89)
H (-10.95, 7.27, 7.46)
H (-13.33, 7.30, 8.23)
H (-12.42, 8.73, 9.54)
H (-11.02, 7.67, 9.98)
H (-12.74, 8.34, 11.72)
H (-12.53, 6.60, 11.61)
H (-14.72, 8.03, 10.22)
H (-16.23, 7.12, 11.80)
H (-14.92, 8.23, 12.54)
Cl (-14.38, -0.28, 7.35)
C (-15.72, 0.73, 8.15)
Cl (-16.40, -0.27, 9.47)
Cl (-16.83, 1.03, 6.76)
C (-15.23, 2.21, 8.60)
O (-15.69, 2.58, 9.71)
O (-14.60, 2.88, 7.80)
C (-17.34, 6.95, 4.09)
C (-17.40, 5.57, 4.75)
C (-16.05, 4.87, 4.50)
C (-18.69, 4.78, 4.42)
O (-17.63, 5.73, 6.19)
P (-16.83, 6.58, 7.21)
O (-17.08, 6.11, 8.61)
O (-15.38, 6.62, 6.86)
O (-17.31, 8.13, 7.06)
C (-18.60, 8.63, 7.51)
C (-18.73, 9.89, 6.63)
C (-18.61, 8.81, 8.98)
C (-19.72, 7.73, 7.09)
H (-17.21, 6.76, 3.00)
H (-16.47, 7.52, 4.42)
H (-18.20, 7.63, 4.28)
H (-16.17, 4.54, 3.48)
H (-15.89, 4.01, 5.11)
H (-15.21, 5.52, 4.48)
H (-18.81, 4.77, 3.30)
H (-19.48, 5.29, 4.98)
H (-18.61, 3.80, 4.95)
H (-17.81, 10.52, 6.74)
H (-19.65, 10.48, 6.80)
H (-18.73, 9.48, 5.66)
H (-17.89, 9.59, 9.22)
H (-18.25, 7.96, 9.59)
H (-19.63, 9.01, 9.38)
H (-19.71, 7.57, 6.03)
H (-20.71, 8.25, 7.26)
H (-19.52, 6.71, 7.45)
C (-17.40, 11.60, 13.29)
N (-17.29, 11.67, 11.85)
C (-16.21, 11.55, 11.08)
Se (-14.57, 10.88, 11.57)
N (-16.46, 11.92, 9.82)
C (-17.80, 12.31, 9.75)
C (-18.65, 12.71, 8.73)
C (-19.95, 13.05, 9.01)
C (-20.45, 12.91, 10.33)
C (-19.61, 12.56, 11.33)
C (-18.29, 12.26, 11.08)
H (-17.44, 10.52, 13.59)
H (-18.31, 12.07, 13.57)
H (-16.61, 12.12, 13.76)
H (-15.80, 11.60, 9.11)
H (-18.30, 12.70, 7.67)
H (-20.56, 13.23, 8.17)
H (-21.50, 13.13, 10.50)
H (-19.94, 12.49, 12.35)


7.
# C2H10O4

A 4-piece molecular cluster, C2H10O4 overall (ωB97M-V/def2-TZVPD, the Open Molecules 2025 dataset).

gap between HOMO and LUMO	11.23	eV
highest occupied orbital energy	-10.40	eV
energy	-10425.8781	eV
relative energy (zero: lowest compared OMol25 entry of this formula, charge and spin)	0.315	eV

CARTESIAN COORDINATES (ANGSTROEM)
O (-0.07, -0.44, 0.71)
C (-1.03, 0.17, 1.12)
C (-0.92, 1.33, 2.05)
H (-2.02, -0.11, 0.77)
H (-0.54, 2.19, 1.47)
H (-0.16, 1.22, 2.82)
H (-1.88, 1.60, 2.46)
H (-0.20, -1.73, -0.67)
H (-0.95, -3.00, -0.35)
O (-0.59, -2.52, -1.11)
H (-2.50, -0.62, -2.92)
H (-2.05, -1.71, -1.89)
O (-2.75, -1.05, -2.10)
H (5.73, 1.82, -0.22)
H (5.07, 1.23, -1.50)
O (4.89, 1.62, -0.65)


8.
# C2H4O2

A 2-piece molecular cluster, C2H4O2 overall at a distorted geometry (ωB97M-V/def2-TZVPD, the Open Molecules 2025 dataset).

gap between HOMO and LUMO	11.03	eV
highest occupied orbital energy	-10.26	eV
energy	-6231.4330	eV
relative energy (zero: lowest compared OMol25 entry of this formula, charge and spin)	2.874	eV

CARTESIAN COORDINATES (ANGSTROEM)
O (2.22, -4.72, -2.29)
C (1.47, -3.87, -2.64)
H (1.40, -3.40, -3.65)
H (0.49, -3.56, -2.13)
O (-2.35, 4.68, 2.67)
C (-1.46, 3.90, 2.71)
H (-0.43, 4.07, 3.10)
H (-1.33, 2.91, 2.23)


The lowest energy belongs to which entry? C28H50Cl3N6O6PSeSr